1.
ORCA calculation (wB97M-V/def2-TZVPD) on a structure of composition C40H22Cl2FeN8O2Te.

Spin multiplicity   2
Strongest force on any atom   0.5 eV Å⁻¹
LUMO level (alpha / beta)   1.68 / 0.92 eV
Kohn-Sham gap (alpha / beta)   5.30 / 6.10 eV
Charge   -1

```
76
Properties=species:S:1:pos:R:3:forces:R:3:lowdin_spin:R:1
Fe 0.730111 -0.301792 -0.766342 -0.3 -0.3 -0.2 0.01
C 4.402132 -5.634200 0.317331 0.0 0.0 0.0 0.00
C 3.345102 -6.010267 1.148991 0.0 0.0 0.0 0.02
C 2.213430 -5.213129 1.272238 0.1 0.0 0.0 0.00
C 2.185869 -4.037617 0.547464 -0.2 0.1 0.0 0.02
C 1.164293 -2.969645 0.442410 0.3 -0.3 -0.1 0.03
N 1.612632 -2.013376 -0.406574 0.1 0.2 0.2 0.01
C 2.844290 -2.386650 -0.902278 -0.2 -0.3 0.3 0.12
N 3.555438 -1.800224 -1.814517 0.0 0.2 -0.2 -0.03
C 3.126104 -0.706700 -2.460256 0.0 0.0 0.1 0.18
C 3.828880 -0.143603 -3.593482 0.1 0.0 -0.1 0.04
C 5.015671 -0.482321 -4.233892 -0.1 0.1 0.0 0.02
C 5.393025 0.280187 -5.325141 0.0 0.0 0.0 0.02
C 4.607817 1.352257 -5.773429 0.0 0.0 0.0 0.03
C 3.423432 1.685904 -5.138560 0.0 -0.1 0.0 0.01
C 3.046792 0.921920 -4.043375 0.0 0.0 0.1 0.04
C 1.894401 0.982439 -3.157957 0.1 0.1 -0.2 0.14
N 0.936228 1.904952 -3.316448 0.1 -0.3 0.3 0.03
C -0.107474 1.915401 -2.519482 -0.3 0.1 -0.1 0.05
N -0.447013 1.059630 -1.536064 0.2 0.3 0.4 0.05
C -1.622491 1.504392 -0.931324 0.0 0.1 -0.3 0.00
N -2.232157 1.067907 0.102658 0.0 0.1 -0.3 0.05
C -1.725412 0.053835 0.926457 0.0 0.0 0.3 0.00
N -0.667706 -0.828346 0.486598 0.2 -0.1 -0.2 0.03
C -0.836772 -2.007623 1.035718 0.0 -0.2 0.0 0.00
N 0.025013 -3.050807 1.081068 0.0 0.3 -0.1 0.05
C -2.146376 -2.089940 1.693625 0.0 0.1 0.0 0.00
C -2.806478 -3.140924 2.308014 0.0 0.0 0.0 0.00
C -4.107216 -2.916988 2.736262 0.0 0.0 0.0 0.00
C -4.719255 -1.676659 2.544624 0.0 0.0 0.0 0.00
C -4.042102 -0.619255 1.953986 0.1 0.0 0.0 0.00
C -2.736174 -0.842343 1.552417 -0.1 0.0 0.0 0.00
C -2.092786 2.702104 -1.675238 -0.1 -0.1 0.2 0.00
C -3.188157 3.522849 -1.493039 0.0 0.0 -0.1 0.00
C -3.302552 4.625421 -2.333147 0.0 0.0 0.0 0.01
C -2.342892 4.892728 -3.310304 0.0 0.0 0.0 0.00
C -1.238481 4.064497 -3.479268 -0.1 0.0 0.1 0.01
C -1.142279 2.968503 -2.644421 0.1 -0.2 0.0 0.00
N 1.988678 0.007677 -2.226010 -0.1 -0.2 0.0 -0.02
C 3.234803 -3.662848 -0.279149 0.0 0.1 -0.1 0.01
C 4.361168 -4.454546 -0.415027 -0.1 0.0 0.1 0.02
H 5.270097 -6.277748 0.243404 0.0 0.0 0.0 0.00
H 3.411923 -6.936746 1.703897 0.0 0.0 0.0 0.00
H 1.384563 -5.488681 1.908918 0.0 0.0 0.0 0.00
H 5.617821 -1.308317 -3.882573 0.0 0.0 0.0 0.00
H 6.314797 0.049652 -5.844921 0.0 0.0 0.0 0.00
H 4.938310 1.928056 -6.628358 0.0 0.0 0.0 0.00
H 2.810212 2.512067 -5.468943 0.0 0.0 0.0 0.00
H -2.324073 -4.101726 2.421089 0.0 0.0 0.0 0.00
H -4.662866 -3.715167 3.212121 0.0 0.0 0.0 0.00
H -5.740301 -1.533206 2.875084 0.0 0.0 0.0 0.00
H -4.506343 0.346178 1.816634 0.0 0.0 0.0 0.00
H -3.914455 3.312981 -0.719284 0.0 0.0 0.0 0.00
H -4.145218 5.296539 -2.223278 0.0 0.0 0.0 0.00
H -2.457076 5.765435 -3.939911 0.0 0.0 0.0 0.00
H -0.477661 4.263973 -4.219341 0.0 0.0 0.0 0.00
H 5.171602 -4.156309 -1.064278 0.0 0.0 0.0 0.00
Cl 2.303995 3.148955 2.686430 0.0 0.0 0.0 0.00
C 1.572005 3.288128 1.060912 0.0 0.2 0.1 0.00
Cl 1.995509 4.843564 0.324803 0.0 -0.1 0.0 0.00
C 1.994110 2.066703 0.203801 -0.1 0.4 0.1 0.00
O 2.819717 2.203365 -0.671626 0.2 0.0 -0.1 0.00
O 1.329500 1.037240 0.562353 0.0 -0.3 -0.1 0.00
H 0.493895 3.287900 1.211724 0.1 0.0 0.0 0.00
Te -0.741330 1.131012 2.682036 0.2 -0.1 -0.1 0.05
C -2.372526 1.037925 4.004387 -0.1 0.0 0.1 0.00
C -3.354420 2.024935 4.002827 0.0 0.0 0.0 0.00
C -4.429137 1.952557 4.877624 0.0 0.0 0.0 0.00
C -4.526904 0.895697 5.770631 -0.1 0.0 0.0 0.00
C -3.548044 -0.085731 5.789658 0.0 0.0 0.0 0.00
C -2.477668 -0.015032 4.911993 0.0 0.0 -0.1 0.00
H -3.281136 2.847598 3.302934 0.0 0.0 0.0 0.00
H -5.189683 2.721399 4.863168 0.0 0.0 0.0 0.00
H -5.365355 0.837969 6.452893 0.0 0.0 0.0 0.00
H -3.623153 -0.913374 6.482068 0.0 0.0 0.0 0.00
H -1.722245 -0.790593 4.915987 0.0 0.0 0.0 0.00
```
Forces are in eV/Å.

***

2.
ORCA calculation (wB97M-V/def2-TZVPD) on a cluster of 2 separate species, C2H4N3O in total at a distorted geometry.

Strongest force on any atom   3.7 eV Å⁻¹
LUMO level   -7.44 eV
Kohn-Sham gap   8.27 eV
Charge   +1
Energy above the lowest of the compared OMol25 structures with the same formula, charge and spin   47.2 kcal/mol

```
10
Properties=species:S:1:pos:R:3:forces:R:3:lowdin_charge:R:1
C -0.245776 0.489737 -0.144149 -1.3 2.9 -0.1 -0.59
C 0.199501 -0.930394 -0.104368 0.3 -1.4 3.4 0.32
N 1.163325 -0.493620 2.803115 -0.2 0.1 -0.5 0.28
N 0.815482 -0.513758 1.767614 0.4 -1.6 -0.4 0.09
N -0.806019 0.890841 -1.299767 0.8 -1.8 -1.5 0.20
O -0.170751 1.231860 0.822684 -0.1 -0.7 -0.8 0.08
H 1.195052 -1.176072 -0.547167 -1.0 -0.2 0.2 0.15
H -0.545340 -1.758407 0.286435 1.5 1.6 -1.3 0.18
H -0.606335 0.394198 -2.189341 -0.4 0.5 1.0 0.15
H -0.999139 1.865616 -1.395057 -0.2 0.6 0.1 0.13
```
Forces are in eV/Å.

***

3.
ORCA calculation (wB97M-V/def2-TZVPD) on an isolated molecule of C2H2N2O at a distorted geometry.

Strongest force on any atom   5.2 eV Å⁻¹
LUMO level (alpha / beta)   -0.48 / -0.48 eV
Kohn-Sham gap (alpha / beta)   9.06 / 9.06 eV
Energy above the lowest of the compared OMol25 structures with the same formula, charge and spin   136.2 kcal/mol

```
7
Properties=species:S:1:pos:R:3:forces:R:3:lowdin_charge:R:1
O -2.026832 0.761076 0.020712 -0.4 -2.1 0.1 0.05
N -1.042151 0.052542 0.084583 3.4 3.9 -0.5 -0.32
N -0.609987 -1.127956 0.045692 -0.9 -2.1 0.5 0.08
C 0.816550 -0.650717 0.074543 0.3 -0.3 -0.9 -0.06
C 0.473063 0.639516 0.034831 -1.3 -1.3 0.2 0.05
H 1.741143 -1.335066 -0.054411 -1.9 1.5 0.4 0.13
H 0.648217 1.660607 -0.205949 0.7 0.4 0.1 0.08
```
Forces are in eV/Å.

***

4.
ORCA calculation (wB97M-V/def2-TZVPD) on a cluster of 3 separate species, C4H16N2O2 in total at a distorted geometry.

Spin multiplicity   2
Strongest force on any atom   1.8 eV Å⁻¹
LUMO level (alpha / beta)   -3.76 / -8.83 eV
Kohn-Sham gap (alpha / beta)   8.96 / 3.85 eV
Charge   +1
Energy above the lowest of the compared OMol25 structures with the same formula, charge and spin   44.7 kcal/mol

```
24
Properties=species:S:1:pos:R:3:forces:R:3:lowdin_spin:R:1
C 0.942935 1.185211 1.708432 -0.1 1.8 0.2 0.10
C 0.244211 -0.183200 1.514331 -0.4 -1.2 -0.6 0.10
C -1.282155 -0.039908 1.396319 0.1 1.3 0.4 0.02
C -2.068270 -1.019791 0.496891 0.6 -0.4 -1.2 0.02
N -1.420787 -1.557653 -0.719646 0.7 0.4 0.8 0.00
N 2.217933 1.000914 2.302115 -0.1 -1.5 -0.3 0.70
H 0.987880 1.768498 0.792909 0.4 -0.4 -0.3 0.00
H 0.395323 1.850712 2.384820 -0.3 -0.5 0.3 0.02
H 0.557471 -0.595892 0.563028 0.6 0.2 -0.2 0.00
H 0.604181 -0.890248 2.251923 -0.3 -0.2 0.4 0.00
H -1.431997 0.975046 1.005588 -0.1 -0.1 -0.1 0.00
H -1.713252 -0.009038 2.395449 -0.1 -0.1 0.1 0.00
H -2.455680 -1.842824 1.079340 0.0 -0.2 0.2 0.00
H -2.898373 -0.486961 0.069293 -0.7 0.3 0.4 0.00
H -0.442645 -1.745150 -0.519062 -0.2 -0.5 -0.3 0.00
H -1.402554 -0.885719 -1.482174 -0.2 0.1 0.1 0.00
H 2.214211 0.593904 3.240725 0.1 0.4 0.1 0.01
H 3.033878 0.700526 1.759379 -0.1 0.5 -0.1 0.02
H -0.114229 1.511994 -2.638388 0.2 -0.1 -0.3 0.00
H -1.583081 1.512118 -2.902303 -0.2 -0.1 -0.3 0.00
O -0.796752 0.974255 -3.056930 0.0 0.2 0.6 0.00
H 2.142643 -0.411636 -3.286086 -0.2 -0.1 0.1 0.00
H 1.899294 -1.620393 -4.219543 -0.1 0.1 0.1 0.00
O 2.369823 -0.784768 -4.136418 0.3 0.0 -0.3 0.00
```
Forces are in eV/Å.

***

5.
ORCA calculation (wB97M-V/def2-TZVPD) on the ion C2H3INO2 with charge +1 at a distorted geometry.

Strongest force on any atom   4.2 eV Å⁻¹
LUMO level   -6.74 eV
Kohn-Sham gap   7.76 eV
Charge   +1
Energy above the lowest of the compared OMol25 structures with the same formula, charge and spin   34.9 kcal/mol

```
9
Properties=species:S:1:pos:R:3:forces:R:3:lowdin_charge:R:1
C -0.044996 0.155603 0.150473 -3.7 -2.1 0.3 0.05
N -0.102294 -0.330678 1.517167 0.7 2.5 1.9 -0.11
C -0.051272 -1.474486 2.032254 -0.3 -1.8 1.5 -0.06
O -0.080522 -2.464276 2.612352 0.2 1.5 -1.2 0.38
O 0.256502 0.661868 2.581133 0.4 -1.7 -1.0 -0.67
I -0.992343 2.164393 2.953486 -0.5 0.1 -0.1 1.09
H -0.632510 1.080619 0.166263 -0.4 -0.5 -0.4 0.08
H -0.482299 -0.751045 -0.383869 0.3 1.8 -0.2 0.16
H 0.894462 0.381255 -0.148428 3.2 0.4 -0.7 0.07
```
Forces are in eV/Å.

***

6.
ORCA calculation (wB97M-V/def2-TZVPD) on an isolated molecule of C5H6O.

Strongest force on any atom   0.7 eV Å⁻¹
LUMO level   1.08 eV
Kohn-Sham gap   9.32 eV
Energy above the lowest of the compared OMol25 structures with the same formula, charge and spin   22.3 kcal/mol

```
12
Properties=species:S:1:pos:R:3:forces:R:3:lowdin_charge:R:1
C -2.024665 -0.265770 -0.000080 0.2 -0.2 0.0 0.07
C -0.700820 -0.236877 0.000117 -0.5 0.5 0.0 -0.34
C 0.213089 0.966113 0.000084 0.0 0.0 0.0 -0.12
C 1.557678 0.300579 -0.000061 0.0 -0.2 0.0 -0.07
C 1.370372 -1.012822 0.000023 0.4 0.5 0.0 -0.12
O 0.057619 -1.385874 0.000073 -0.3 -0.4 0.0 0.00
H -2.592861 0.644652 -0.000146 0.0 0.2 0.0 0.06
H -2.562278 -1.195164 -0.000022 -0.1 -0.2 0.0 0.06
H 0.057132 1.592526 0.882324 0.0 0.0 0.0 0.12
H 0.056690 1.592949 -0.881784 0.0 0.0 0.0 0.12
H 2.492494 0.822689 -0.000282 0.3 0.0 0.0 0.10
H 2.075549 -1.823001 -0.000247 0.1 -0.1 0.0 0.12
```
Forces are in eV/Å.

***

| no. | calculated total energy (a.u.) |
| --- | --- |
| 1 | -4578.39147 |
| 2 | -317.76651 |
| 3 | -261.94681 |
| 4 | -421.62942 |
| 5 | -580.51281 |
| 6 | -269.31070 |